# 1
11
Properties=species:S:1:pos:R:3:forces:R:3:mulliken_charge:R:1 method="wB97M-V/def2-TZVPD" energy_ev=-17093.5995 lumo_ha=0.146 charge=-1 orbital_gap_ev=7.95 e_homo_ha=-0.1462
S 0.480 -0.846 0.103 0.01 0.00 0.02 -0.894
O -2.443 -0.852 -1.119 -0.22 0.13 -0.20 -0.665
O -1.634 1.876 0.189 -0.10 -0.12 -0.13 -0.654
O 3.375 0.578 0.620 -0.27 0.36 -0.24 -0.630
H -2.158 1.282 -0.367 -0.05 0.07 -0.01 0.372
H -0.857 1.311 0.336 0.18 -0.06 0.12 0.296
H 0.056 -1.429 1.237 0.04 0.06 0.00 0.044
H -1.495 -0.909 -0.860 0.24 0.00 0.01 0.226
H 2.552 0.046 0.581 0.01 -0.34 0.14 0.282
H 3.051 1.370 0.170 0.29 -0.02 0.13 0.301
H -2.888 -1.134 -0.318 -0.12 -0.07 0.16 0.321

---

# 2
120
Properties=species:S:1:pos:R:3:forces:R:3:lowdin_spin:R:1 method="wB97M-V/def2-TZVPD" multiplicity=2 energy_ev=-83199.5036 lumo_ha="0.064 / 0.062" charge=-1 orbital_gap_ev="2.08 / 9.86" e_homo_ha="-0.0122 / -0.3001"
O -4.982 1.851 -0.836 1.01 0.71 0.58 0.053
O -0.937 0.709 -0.321 0.41 -0.37 0.50 0.021
O -1.331 -0.834 -2.626 -0.22 0.19 0.12 0.011
O -2.379 5.183 2.102 0.91 0.41 -0.89 0.041
O 4.726 4.156 -0.343 0.18 0.27 0.37 0.002
O 0.550 3.863 -1.054 -0.04 -0.56 0.84 0.008
O -2.060 -3.844 3.585 0.60 -0.16 0.32 0.023
O 3.662 -0.824 1.439 0.16 -1.36 -0.73 0.004
O 4.018 0.053 -4.006 1.87 -0.18 -0.40 0.001
O -2.349 -4.077 -1.361 -0.32 0.36 -0.35 0.009
O -0.532 -1.600 0.926 -0.07 -0.99 -0.39 0.022
O -4.393 -3.419 2.370 0.20 -1.16 0.28 0.022
O 0.753 -5.167 -0.630 1.43 0.01 -0.41 0.004
O -0.980 0.111 -5.075 0.00 0.61 -0.76 0.002
O 0.676 -1.869 -5.384 -0.14 -0.43 -0.72 0.001
O 3.879 -3.461 2.454 0.32 0.07 0.34 0.005
O 1.179 0.318 2.549 0.75 0.12 -1.08 0.027
O -4.118 1.928 -3.820 -0.90 -1.37 1.33 0.009
O 1.654 -2.864 0.841 0.16 -0.28 0.14 0.009
O 3.494 -4.390 -1.155 0.40 0.68 -0.09 0.002
O 5.065 0.336 3.456 0.74 -0.45 1.04 0.004
O -2.464 4.016 -2.070 -0.42 -0.05 0.34 0.012
O -2.788 -1.145 3.132 0.74 0.04 -0.89 0.035
O 1.037 0.081 5.719 -0.54 -0.16 -0.26 0.025
O 0.196 -4.329 -3.550 -0.72 -0.31 1.02 0.002
O 2.559 -0.881 -0.884 -0.45 0.01 -0.52 0.005
O 1.120 3.832 3.140 0.05 -0.29 -0.06 0.016
O -2.760 3.905 4.514 -0.31 0.09 0.09 0.047
O -3.407 -0.979 -5.575 -1.38 -0.15 -0.31 0.003
O -5.828 -3.291 -0.744 0.05 0.46 -0.18 0.018
O -1.865 -4.960 0.970 0.67 -0.36 -0.15 0.008
O 6.088 0.741 1.112 0.07 1.83 0.44 0.002
O -0.887 2.310 2.278 0.95 -0.40 0.56 0.029
O 2.205 2.794 -2.890 -0.14 -0.98 -0.24 0.002
O -1.074 6.289 -0.644 -0.34 0.68 -0.36 0.007
O -2.167 0.773 4.992 0.18 -0.25 -0.16 0.028
O 2.360 -2.692 -2.897 1.01 1.06 0.32 0.001
O 2.905 5.240 -2.001 1.88 0.01 0.00 0.001
O -3.564 1.066 1.211 1.07 -0.24 -0.28 0.075
O 3.423 1.695 -0.649 0.13 -0.22 1.45 0.005
H 0.027 -4.442 -4.477 0.33 0.02 -0.54 0.000
H 5.995 0.376 3.203 -0.17 0.45 -0.70 0.001
H -0.079 -2.355 -5.035 -0.09 0.19 0.21 0.001
H -5.294 -3.560 2.659 -0.27 0.39 -0.24 0.005
H 2.775 -5.018 -1.049 -0.06 -0.50 0.04 0.000
H 0.955 -3.754 -3.375 0.37 0.12 -0.27 0.001
H -2.252 0.180 4.213 -0.28 0.02 0.65 0.008
H -1.823 -4.290 0.277 -0.15 -0.04 -0.22 0.003
H 0.385 3.019 -1.499 0.22 0.25 -0.61 0.002
H -0.200 -0.361 -5.412 0.08 -0.13 0.33 0.000
H 4.023 -4.409 2.503 -0.10 -0.01 -0.01 0.001
H 2.480 3.646 -2.495 0.19 -0.33 -0.84 0.000
H -3.759 2.620 -4.329 0.73 1.12 -1.04 0.001
H -2.316 -1.995 3.032 -0.38 -0.25 0.66 0.008
H 5.291 0.216 0.970 1.00 -1.17 -0.40 0.001
H 3.301 -2.766 -2.666 0.22 -1.49 -0.92 0.000
H -0.994 6.359 0.307 0.04 -0.26 0.25 0.004
H -2.395 -0.673 2.379 -0.37 0.13 -0.15 0.012
H -0.317 5.803 -0.979 0.01 -0.44 0.13 0.001
H 2.339 -2.030 -2.170 -1.69 0.71 0.07 0.001
H 4.777 4.959 0.188 -0.08 0.16 -0.25 0.000
H 2.975 0.002 -0.956 0.05 -0.08 -0.09 0.001
H -4.285 -2.532 2.041 -0.25 0.62 0.04 0.011
H 0.193 3.557 3.002 0.55 0.08 -0.04 0.005
H 0.206 -5.334 0.135 -1.00 0.10 0.18 0.001
H -3.066 -1.607 -4.936 0.49 0.25 0.03 0.001
H 0.931 -0.224 3.291 -0.45 -0.17 -0.02 0.013
H -5.923 1.945 -0.920 -0.55 -0.60 -0.31 0.011
H -0.254 -1.435 1.828 0.12 0.45 0.37 0.012
H -3.525 3.840 3.925 0.00 -0.09 -0.02 0.035
H -2.988 -4.790 -1.268 0.20 -0.17 -0.09 0.002
H 0.880 0.112 4.763 0.41 0.39 0.61 0.008
H 6.942 0.440 0.810 -0.47 -0.77 -0.59 0.000
H -5.545 -2.371 -0.840 -0.31 0.09 0.22 0.013
H 4.020 -1.176 2.261 0.09 0.46 0.17 0.001
H -2.186 5.274 3.039 -0.62 -0.32 0.22 0.009
H -1.680 2.846 2.350 -0.63 -0.17 -0.47 0.014
H 4.354 -4.782 -0.998 -0.19 -0.42 0.22 0.000
H 0.135 -0.056 6.045 0.16 -0.09 0.28 0.007
H -2.827 4.805 -1.648 0.40 0.27 -0.18 0.003
H -1.658 -4.465 1.759 -0.23 0.11 0.88 0.004
H -1.403 -0.427 -1.747 0.01 -0.04 -0.22 0.003
H -2.710 3.351 -1.411 0.02 -0.31 -0.34 0.009
H 5.164 -0.227 4.233 -0.71 0.04 0.32 0.001
H 4.257 1.837 -0.180 0.45 -0.15 -0.77 0.001
H -1.234 1.009 4.975 0.02 0.48 -0.05 0.009
H 2.107 2.871 -3.842 0.07 0.50 0.04 0.000
H 1.387 -2.116 -4.796 0.56 0.04 0.56 0.000
H 1.852 -0.751 -0.240 -0.19 0.53 -0.32 0.003
H 1.736 -3.568 0.181 0.14 -0.09 -0.17 0.001
H -3.243 4.805 1.916 -0.16 0.00 0.46 0.028
H 0.288 3.600 -0.161 -0.07 0.49 0.24 0.005
H 3.470 -0.712 -4.159 -0.93 0.49 0.35 0.000
H -2.707 -0.663 -6.146 0.50 -0.02 0.44 0.001
H -1.457 -4.110 4.288 0.06 0.07 0.03 0.010
H -0.611 -0.178 -0.021 0.17 0.37 -0.07 0.004
H 3.636 0.877 -3.708 -1.04 -0.24 0.26 0.000
H -1.963 -4.127 -2.239 0.10 0.02 -0.24 0.001
H -2.916 -4.229 3.807 -0.24 0.22 -0.34 0.006
H -1.415 -0.078 -3.234 -0.01 -0.75 0.19 0.001
H 0.555 1.038 2.388 -0.07 -0.10 0.88 0.007
H -4.407 1.296 0.777 0.03 0.30 0.70 0.015
H 2.482 5.757 -2.681 -1.10 -0.05 0.52 0.000
H -4.266 1.153 -4.370 0.28 0.05 -0.34 0.001
H 3.728 0.117 1.437 -0.54 0.81 0.92 0.002
H -0.867 1.691 1.536 -0.82 0.57 -0.49 0.008
H 1.127 4.768 3.318 -0.15 0.38 0.10 0.004
H -4.645 0.954 -0.931 -0.64 -0.16 -0.65 0.016
H -0.629 0.923 -4.711 0.08 0.44 -0.01 0.001
H 0.281 -4.676 -1.311 -0.49 -0.21 0.13 0.001
H -1.737 0.738 0.216 -0.93 0.35 -0.13 0.009
H 0.122 -2.327 0.701 -0.54 0.70 0.11 0.002
H 2.407 4.820 -1.288 -1.02 0.69 -0.27 0.001
H -3.618 0.902 2.158 -0.74 0.19 0.05 0.023
H 2.138 -2.090 0.502 0.58 -0.64 0.26 0.001
H -3.015 3.320 5.239 0.30 -0.20 0.03 0.011
H 2.853 1.814 0.131 -0.66 0.18 -0.51 0.004
H 3.015 -3.329 2.037 -0.11 -0.06 -0.20 0.001
H 5.009 3.493 0.287 0.26 -0.20 0.20 0.001
H -5.077 -3.721 -1.153 0.24 -0.47 -0.04 0.003

---

# 3
120
Properties=species:S:1:pos:R:3:forces:R:3:mulliken_charge:R:1 method="wB97M-V/def2-TZVPD" energy_ev=-83196.7890 lumo_ha=-0.017 orbital_gap_ev=10.22 e_homo_ha=-0.3929
O -3.837 4.570 3.634 0.05 -0.61 0.43 -0.623
O -1.616 0.101 5.595 -0.20 -0.26 -0.61 -0.466
O -3.646 -3.640 -2.943 -0.21 0.46 0.28 -0.603
O -2.775 -2.571 4.584 -1.59 0.67 -0.88 -0.679
O 1.268 3.722 -2.428 1.65 -0.71 1.31 -0.505
O 3.162 4.964 2.344 0.88 -1.56 -0.06 -0.596
O 2.528 -0.130 2.651 -0.80 0.39 -2.43 -0.298
O 0.622 0.783 -0.279 -0.36 -0.52 -0.14 -0.078
O 1.298 -1.925 4.829 0.30 1.18 -0.72 -0.532
O 4.164 -3.599 -0.858 0.09 0.05 0.78 -0.550
O -0.595 -4.558 1.199 1.38 -0.67 0.48 -0.711
O -0.356 2.506 -4.056 -2.07 -0.91 -0.17 -0.823
O -3.064 1.993 -5.485 0.09 -1.73 3.78 -0.634
O 2.131 -1.903 -5.628 1.26 -0.07 -0.94 -0.741
O -1.606 2.051 -1.125 0.27 -1.83 2.53 -0.413
O 1.113 -6.059 -1.135 1.16 -1.29 2.19 -0.620
O 0.174 -1.836 -0.324 0.71 1.88 -0.70 0.479
O -1.102 3.230 4.067 -2.27 1.64 0.56 -0.542
O 2.583 -0.700 -2.514 -0.59 1.11 -0.70 -0.348
O -1.028 -1.959 -2.687 1.12 -2.49 0.41 0.575
O 4.896 -1.195 2.605 1.96 -1.33 -0.85 -0.669
O -3.626 4.444 -2.344 -1.11 -1.42 0.28 -0.559
O -3.686 -0.851 -4.124 -0.52 1.57 -0.37 -0.667
O 4.107 0.390 -0.572 0.47 -0.07 0.58 -0.689
O -3.057 -5.571 2.385 -0.17 -0.08 -0.23 -0.647
O 0.350 -0.166 -6.275 0.13 0.87 -0.46 -0.690
O -1.192 -1.560 2.476 -0.65 -0.40 -0.42 -0.514
O -2.055 -2.680 0.020 -2.37 -1.18 0.01 -0.423
O -2.364 6.580 -0.370 0.74 1.36 1.09 -0.611
O -0.643 -4.926 -2.317 -1.28 1.77 -1.15 -0.649
O -2.081 -2.712 -5.154 1.06 0.39 -2.62 -0.809
O -4.576 1.787 1.884 0.27 0.66 0.45 -0.496
O 1.711 -3.019 1.604 1.89 0.87 -0.45 -0.324
O 2.137 2.136 1.380 -0.15 1.51 0.35 0.153
O 0.833 2.927 5.901 -0.02 1.60 0.31 -0.646
O 5.700 1.390 2.210 0.18 0.35 1.03 -0.700
O -0.296 0.731 3.539 1.03 0.02 -1.82 -0.254
O -1.012 3.582 1.391 -0.32 1.45 1.20 -0.521
O 1.727 1.613 -4.560 0.88 -1.94 -0.96 -0.558
O 3.893 3.466 -0.696 1.09 -0.02 1.81 -0.597
H 5.123 -0.264 2.474 -0.33 0.09 0.45 0.374
H -1.600 2.200 -2.054 0.58 -0.14 -1.13 0.130
H 2.627 1.771 2.120 -0.12 -0.45 0.01 -0.035
H 0.537 -1.972 0.570 0.13 0.29 -0.37 -0.387
H 0.610 3.676 5.299 -0.01 -0.95 0.68 0.338
H -1.486 -2.807 -4.423 -0.16 -0.08 1.29 0.344
H 1.044 1.124 -1.078 0.32 0.11 0.02 0.043
H -0.660 -5.882 -2.373 0.51 0.15 0.69 0.233
H -3.984 4.746 2.693 0.02 -0.47 0.32 0.300
H 3.343 4.664 3.233 -0.46 0.83 1.28 0.331
H -0.308 0.306 4.385 -0.37 -0.40 0.90 0.471
H -1.055 -1.112 -2.267 -0.01 0.58 0.42 -0.204
H -5.339 1.260 1.649 -0.31 -0.05 0.00 0.264
H -4.358 3.942 -1.924 0.35 0.96 0.26 0.335
H 5.446 1.608 1.319 -0.14 0.34 -0.87 0.319
H -2.088 -1.616 2.100 0.40 -0.09 0.04 0.396
H 0.772 3.481 -3.204 -0.64 0.46 0.22 0.310
H -1.740 4.235 1.253 0.95 -1.47 -0.55 0.070
H -4.901 2.503 2.461 -0.09 -0.63 -0.50 0.234
H -0.590 -2.609 -2.023 -1.17 1.99 -1.30 0.021
H -1.520 -4.740 1.069 -0.67 0.13 -0.18 0.285
H -1.137 1.193 -0.823 -0.92 2.22 -1.32 0.221
H -2.955 6.127 -0.923 -1.38 -0.94 -1.64 0.302
H 2.647 1.575 -4.805 0.77 0.35 0.10 0.242
H -0.361 1.522 -4.202 0.50 1.65 0.09 0.319
H -2.992 -2.879 -4.974 -0.49 -0.69 0.82 0.256
H 6.050 2.190 2.643 -0.24 -0.59 -0.48 0.306
H 4.198 -3.535 0.110 -0.21 -0.06 -0.27 0.274
H -0.223 -0.794 -5.846 -0.45 -0.50 0.10 0.304
H 3.635 4.182 1.988 -0.48 0.76 -1.26 0.259
H 0.101 -0.835 -0.542 0.76 -1.99 1.03 0.448
H -2.751 -3.962 -3.070 0.45 -0.26 0.30 0.271
H -3.870 3.607 3.834 -0.10 0.99 -0.71 0.300
H 1.220 4.610 -2.089 -0.54 0.41 -0.49 0.252
H -2.097 -2.271 3.954 0.10 0.07 0.16 0.391
H 5.099 -3.480 -1.042 0.20 0.01 -0.51 0.276
H 3.964 3.633 -1.619 -0.74 -0.11 -1.06 0.273
H 1.940 -1.975 -4.708 -0.24 0.01 1.23 0.328
H -1.030 -0.607 2.591 0.32 0.46 0.49 0.164
H -3.434 3.740 -2.980 0.73 0.56 -0.54 0.255
H -3.467 1.491 -4.693 -1.18 0.50 -2.20 0.317
H -3.009 -1.274 -4.676 -0.03 -0.02 0.66 0.513
H -0.222 -4.594 -1.508 -0.38 -1.21 -0.16 0.372
H 0.303 2.855 -4.674 -0.31 -0.76 -0.32 0.381
H 1.445 0.728 -4.940 -0.14 1.31 0.41 0.287
H -0.681 1.604 3.673 -0.27 0.18 0.27 -0.044
H 3.534 1.152 -0.718 0.09 -0.22 0.11 0.252
H 1.394 -2.284 -6.089 -0.40 -0.87 -0.13 0.322
H 1.177 -0.635 -6.482 -0.44 0.38 0.27 0.410
H 1.649 -2.207 5.663 -0.03 -0.51 0.55 0.244
H 3.388 0.060 2.969 0.51 -0.02 1.27 0.181
H -4.199 -4.180 -3.499 -0.34 -0.42 -0.15 0.269
H -3.939 -1.381 -3.372 0.43 -0.65 -0.02 0.263
H 1.859 -0.463 3.226 -0.31 -0.23 1.43 0.059
H 0.662 -2.542 4.485 -0.32 -0.55 0.06 0.258
H -1.591 -1.907 0.311 0.48 0.60 -0.41 0.139
H -0.502 -3.625 1.395 -0.37 0.15 -0.14 0.313
H 1.083 2.242 5.303 0.21 -0.86 -0.70 0.261
H -2.261 1.873 -4.928 0.93 1.21 -1.64 0.322
H -1.925 3.743 4.373 1.91 -1.05 -0.46 0.246
H -3.603 -2.139 4.211 1.50 -0.80 0.93 0.308
H -1.944 5.873 0.097 0.74 -0.43 0.35 0.306
H 1.299 0.373 0.289 -0.12 0.71 -0.16 -0.250
H 1.179 -6.537 -0.276 -0.67 -0.30 -0.86 0.322
H -1.671 -0.626 6.198 -0.19 -0.65 0.61 0.260
H -2.285 -5.343 2.899 0.46 -0.08 0.30 0.338
H 3.104 3.009 -0.401 -0.53 0.28 -0.48 0.229
H 1.576 2.819 1.811 0.33 -0.42 -0.66 0.164
H -0.907 2.915 0.712 -0.67 0.06 -0.93 0.278
H -3.574 -4.766 2.438 -0.35 0.18 -0.02 0.310
H -1.607 0.902 6.097 0.08 0.78 0.67 0.245
H 1.722 -3.910 1.913 -0.50 -1.20 0.41 0.213
H -2.700 -2.459 -0.665 0.21 0.11 0.13 0.155
H 1.708 -5.369 -0.846 0.50 0.99 -0.69 0.212
H 2.108 -1.511 -2.341 0.72 -0.61 0.18 0.181
H 3.536 -0.742 -2.683 -0.60 -0.78 0.50 0.212
H 3.657 -0.208 0.045 0.03 0.32 -0.27 0.360
H 2.657 -2.894 1.335 -1.33 0.37 0.32 0.015
H -1.114 3.438 3.113 0.26 -0.11 -0.33 0.377
H 4.097 -1.445 3.037 -0.69 0.40 0.35 0.368